# 1
8
Properties=species:S:1:pos:R:3:forces:R:3 method="wB97M-V/def2-TZVPD" homo_lumo_gap_ev=10.75 e_lumo_ev=0.7 de_lowest_kcal_mol=97.17 total_energy_ha=-382.37558 homo_ev=-10.038 smiles="O=C1OCN1F"
F -0.2575 -1.9852 0.3113 0.1 -1.0 1.2
O -2.2966 0.6539 -0.0270 1.0 0.4 0.7
O -0.0323 1.1714 0.2618 -0.1 0.8 -0.1
N -0.1805 -0.8842 -0.4638 -0.2 4.5 0.0
C -1.1390 0.4881 0.0732 0.5 -3.3 -2.0
C 0.9259 0.1094 -0.0443 -0.8 0.5 -2.3
H 1.5539 0.4738 -1.0085 -1.2 -1.1 2.6
H 1.4262 -0.0273 0.8974 0.7 -0.8 -0.1

# 2
186
Properties=species:S:1:pos:R:3:forces:R:3 method="wB97M-V/def2-TZVPD" homo_lumo_gap_ev=8.49 e_lumo_ev=0.4 de_lowest_kcal_mol=46.24 total_energy_ha=-3004.26849 homo_ev=-8.088 smiles=CC1(C)CCCC(C)(C)N1O.CC1(C)CCCC(C)(C)N1O.CC1(C)CCCC(C)(C)N1O.CC1(C)CCCC(C)(C)N1O.CC1(C)CCCC(C)(C)N1O.CC(C)O.CC(C)O.CC(C)O
O -1.9759 5.1360 2.7797 0.9 0.0 0.3
O -0.5056 5.4815 -4.5511 0.0 -0.4 1.0
O -2.5863 -4.6079 -4.8612 0.0 -0.1 0.0
O 0.3791 -0.1485 -1.6938 0.4 0.0 -0.5
O -0.4954 -3.2415 1.9524 0.3 0.1 0.1
O 4.1401 0.5176 4.5261 0.2 -0.8 -0.1
O 4.2544 -1.4267 -7.5456 -0.3 0.2 0.3
O -4.6648 -1.5773 4.0850 0.6 0.4 0.0
N 0.7600 -3.6916 2.4670 -0.2 -1.1 0.7
N -3.3558 -4.0302 -3.8243 -0.8 1.1 0.4
N -0.5857 5.4834 2.8681 0.5 1.4 0.0
N -4.4075 -0.1883 4.2396 -2.3 0.6 0.5
N 4.6512 -0.5116 -6.5346 0.8 1.2 -0.1
C -5.0589 -5.8448 -4.2494 0.7 0.4 0.9
C 1.3448 6.5774 1.9039 -0.8 0.8 -1.2
C -0.4971 4.7914 5.1818 -0.3 -1.2 -1.0
C -5.0565 -4.0816 -1.4755 0.4 0.6 -0.2
C 5.9629 -0.8936 -5.9769 -0.6 0.3 -0.2
C -5.6774 -3.7693 -2.8576 0.3 -1.7 1.7
C 1.5895 -1.3434 2.4607 -0.6 0.1 -0.2
C -4.2694 0.2191 5.6289 0.1 0.5 0.7
C -0.6836 3.0683 -4.6139 0.5 -0.3 0.8
C -4.5185 1.7378 5.6768 1.1 1.3 -1.2
C 6.1259 1.0667 3.2523 -0.2 0.2 -0.2
C -3.6986 2.5369 4.6427 0.6 -0.8 -1.1
C 2.8153 -1.2608 -5.0222 1.0 0.3 0.4
C 0.6369 -5.7441 1.2057 0.0 -0.9 0.8
C 1.6026 5.3204 3.9950 -1.2 -1.2 0.0
C 4.0578 0.9835 -4.6956 0.9 0.0 1.5
C 3.6284 -3.8552 2.8009 -0.2 0.2 -1.2
C 5.4238 0.7198 -4.0225 -0.3 -1.0 -0.2
C 1.6081 -3.7204 0.1311 0.2 0.1 -1.7
C 5.9659 -2.2396 -5.2212 1.0 0.1 0.7
C 1.3930 -2.6587 3.2738 -0.2 1.9 -1.1
C -0.9534 7.1444 1.0896 1.0 -0.3 0.1
C 2.5038 0.6873 -6.5669 0.4 -1.1 -0.7
C -3.6306 -3.5806 -1.4467 0.3 -0.5 -0.6
C -2.9228 -0.1347 6.2435 0.7 -0.1 1.3
C 2.7563 -3.0959 3.7814 -0.1 -1.3 1.0
C 4.8948 1.6045 3.9513 -1.7 -0.6 0.6
C -1.8467 0.5177 -1.0104 0.4 1.0 -0.9
C 3.9471 2.3246 2.9572 1.9 0.3 -0.7
C -2.5415 -5.7764 -2.1714 -0.1 -1.4 -0.1
C 6.4255 0.2249 -5.0503 0.6 0.4 0.2
C -3.7177 0.4536 3.1569 1.6 -1.8 -1.6
C -5.3893 -0.3674 6.5186 -0.1 -1.2 -0.8
C -0.4321 0.1487 -0.5772 -0.1 -0.3 1.1
C -0.0354 6.0046 1.6041 -0.6 -0.2 -0.1
C 2.8441 -4.9112 2.0007 -0.1 -0.1 0.0
C 0.2573 3.1958 3.3428 0.2 -0.3 -0.2
C -1.3647 -3.6408 -2.3392 -0.4 -0.9 -0.4
C 1.4492 -4.4728 1.4434 0.7 0.4 0.3
C -4.8161 -4.3163 -4.0514 0.0 -0.1 1.0
C -2.2529 -0.0818 3.0758 1.5 0.8 0.4
C -4.3032 0.0413 1.7883 -1.7 -0.3 0.2
C 0.4145 -2.3260 4.4398 1.9 0.2 0.5
C -2.7627 -4.3002 -2.5056 0.7 0.0 1.0
C 6.9608 -0.8885 -7.1553 0.0 -1.3 -0.2
C 2.2596 5.7367 2.6963 0.7 -0.1 1.8
C -5.3475 -3.5144 -5.2128 0.6 0.4 -1.1
C 0.1716 4.6557 3.8024 0.2 0.6 -0.1
C 3.5549 -0.0478 -5.6840 -1.3 -0.5 -0.7
C 0.3117 1.2335 0.2024 -0.3 -0.7 0.2
C -1.3543 4.3511 -4.1991 0.0 0.7 -1.2
C -3.8138 1.9609 3.2126 -0.1 1.0 0.6
C 0.0810 4.9378 0.5276 0.0 -0.3 -1.3
C -2.6308 4.6197 -4.9883 -0.2 -0.6 0.7
H 2.1945 4.5508 4.4990 0.1 0.1 0.1
H -3.1629 -3.6464 -0.4622 0.1 -0.3 0.0
H 2.2897 -1.8869 -5.7408 0.1 0.2 -0.2
H -2.5707 -1.1367 5.9963 -0.2 0.0 -0.3
H 6.9182 -1.8770 -7.6221 -0.2 0.2 -0.4
H 1.9647 -0.1061 -7.0902 -0.3 0.2 0.0
H 5.6125 -2.1621 -4.1896 -0.2 0.3 -0.1
H 2.7513 -5.8420 2.5649 -0.3 0.1 0.2
H -5.9874 -2.7301 -2.9244 0.3 0.1 -0.3
H 0.4763 2.1037 -0.4310 0.1 0.2 0.3
H -0.6914 5.8460 5.3628 0.5 0.0 0.5
H 0.2540 -1.2503 4.5125 -0.7 -0.1 -0.4
H -5.3933 -0.0134 1.9000 0.0 0.1 0.0
H -4.7185 2.3491 2.7348 -0.4 -0.5 0.2
H 8.0196 -0.7992 -6.9019 -0.1 0.2 0.6
H -4.1488 -6.3895 -4.5052 0.0 0.4 -0.8
H 7.0249 -2.4810 -5.0792 0.0 -0.4 -0.2
H -5.1462 -2.4485 -5.0882 0.1 0.0 0.2
H 2.9860 1.2672 -7.3574 0.1 0.3 0.3
H -5.6269 -1.5808 4.1145 0.0 -0.3 -0.2
H 3.0540 6.4275 2.9989 0.5 -0.5 -0.3
H -3.5219 -2.5386 -1.7563 -0.7 0.2 0.2
H 1.8288 6.8179 0.9508 -0.2 0.1 -0.1
H 5.4470 -3.0971 -5.6449 0.0 0.3 -0.5
H -1.4606 4.2779 5.1945 0.0 0.0 -0.1
H -0.1947 1.4270 1.1517 -0.4 0.5 -0.4
H -5.4390 0.0956 7.5016 -0.2 0.5 -0.3
H -0.8990 -4.1389 -1.4901 0.0 0.1 0.1
H 0.1439 4.2226 5.8572 0.0 0.6 0.6
H -1.5599 0.6369 2.6178 -0.4 0.0 -0.5
H -1.4488 -2.5832 -2.0960 0.1 0.2 -0.4
H -0.3744 3.0967 -5.6577 -0.2 -0.1 -0.1
H -3.4211 -6.4169 -2.2561 -0.1 0.3 -0.1
H -0.7331 4.2101 0.5379 0.2 -0.2 0.5
H 5.9268 0.5190 2.3282 -0.4 0.2 0.0
H 2.1131 -0.9796 -4.2359 0.0 0.2 -0.1
H -4.1512 0.7710 0.9953 0.4 0.1 0.2
H -5.6090 -3.6732 -0.6259 -0.3 0.2 -0.3
H -1.7197 -0.2322 4.0177 -0.6 0.0 0.3
H -5.2159 -6.2936 -3.2650 -0.9 0.0 -0.1
H 7.3448 -0.1373 -4.5776 -0.1 0.0 0.2
H -5.5538 2.0033 5.4586 -0.2 -0.4 0.4
H 4.4563 -4.3199 3.3362 0.0 -0.1 -0.1
H 3.2457 3.0851 3.2928 -0.1 -0.5 0.5
H 3.2762 -2.2788 4.2844 0.0 0.3 -0.4
H -5.8525 -6.0076 -4.9725 -0.1 -0.3 0.2
H 6.7738 1.0649 -5.6590 -0.3 0.0 -0.2
H 0.5988 -0.9867 2.1677 0.0 0.0 0.0
H 2.5895 -3.8048 4.6050 -0.2 -0.1 0.0
H -2.1228 -1.0176 2.5329 -0.4 0.0 -0.1
H -1.1098 -3.6567 2.5670 -0.2 0.0 -0.2
H -1.9585 6.7497 0.9741 -0.1 0.4 0.0
H 1.1614 7.5275 2.4153 0.3 0.0 0.2
H -2.6321 2.5129 4.8841 0.0 0.0 0.3
H 5.8067 1.6025 -3.5106 -0.1 0.2 -0.1
H 3.5002 1.5508 2.3342 -0.4 0.0 0.2
H -3.9999 3.5846 4.6407 0.0 0.0 0.1
H -0.7470 -3.8940 -3.2020 0.1 0.5 -0.1
H 3.4336 -5.1816 1.1219 0.1 -0.1 0.0
H 0.7687 2.5750 4.0828 0.0 0.0 0.0
H 5.3266 -0.0380 -3.2385 -0.2 -0.1 0.0
H -2.3628 4.8279 -6.0226 0.0 0.2 0.0
H -2.0933 0.5588 6.0836 -0.2 0.1 -0.5
H 2.0491 -0.5396 3.0386 0.1 -0.2 0.2
H 1.0699 4.4745 0.5059 -0.2 -0.4 0.4
H 4.0751 -3.2337 2.0180 0.1 0.5 0.4
H 4.1411 1.9833 -5.1225 -0.4 -0.1 -0.3
H -2.4971 0.9136 -0.2352 0.1 -0.3 0.2
H -0.8555 8.0168 1.7380 -0.6 -0.2 0.3
H -0.5565 7.5072 0.1396 -0.2 -0.3 -0.2
H 2.1861 -2.7980 0.0743 0.3 -0.1 0.7
H 0.2076 2.9163 -3.9968 0.1 0.1 -0.2
H 2.0804 -4.3758 -0.6099 0.1 -0.1 0.1
H -1.7876 -6.2707 -2.7924 -0.1 0.4 -0.4
H 1.7933 1.3093 -6.0275 0.1 -0.1 0.3
H -0.4744 -2.9428 4.4243 -0.2 0.2 0.2
H -5.3068 -1.4339 6.7523 0.5 0.0 -0.3
H -3.0071 -0.1293 7.3366 -0.2 0.0 0.0
H -1.4732 4.3669 -3.1111 -0.4 -0.1 -0.1
H 1.1257 -6.5045 0.5911 0.1 0.6 -0.6
H -0.4390 -0.6960 0.1261 -0.3 -0.3 -0.3
H -3.1729 5.4492 -4.5369 0.0 0.1 -0.3
H -3.2882 3.7457 -4.9895 0.0 0.0 0.1
H 3.6004 -1.8672 -4.5710 -0.3 -0.2 0.2
H 0.0023 5.3339 -0.4926 0.0 0.5 0.2
H 6.6735 1.9726 2.9861 0.5 -0.3 0.0
H -6.3044 -0.3155 5.9232 -0.3 0.5 0.5
H 3.5501 0.8461 5.2078 0.0 0.2 0.0
H 2.6742 4.8253 2.2618 0.0 0.4 -0.7
H -4.0238 -0.9412 1.4111 0.4 0.0 0.2
H -6.4297 -3.6164 -5.2919 0.0 -0.2 0.0
H 1.2389 0.8026 0.5857 0.3 0.1 -0.6
H -2.2655 5.7912 3.4235 -0.8 -0.2 -0.2
H -0.3856 -5.5638 0.8789 0.1 0.1 -0.3
H -2.1605 -5.9959 -1.1694 -0.1 0.7 0.2
H -1.3107 2.2091 -4.3652 -0.2 0.0 -0.4
H -5.1218 -5.1638 -1.3356 0.4 0.0 0.1
H 0.0709 -0.9300 -2.1631 -0.2 0.0 0.2
H 2.1484 -1.4643 1.5348 0.2 -0.1 0.1
H -2.2945 -3.8330 -5.3520 0.1 -0.1 -0.1
H 6.6998 0.3618 3.8512 0.1 0.4 0.4
H -0.7123 2.7414 3.1231 -0.2 0.3 0.4
H 4.6164 2.8533 2.2650 -0.2 0.2 -0.1
H 1.5251 6.1454 4.7048 -0.2 0.1 -0.2
H -4.1662 2.2322 6.5851 -0.6 -0.7 0.6
H -0.1285 5.7213 -3.6982 0.4 0.4 -0.4
H 1.0032 -2.4943 5.3479 -0.4 -0.5 0.2
H -4.8829 -3.7916 -6.1636 -0.2 -0.2 0.0
H 6.7366 -0.1095 -7.8812 -0.2 0.0 0.1
H 4.2379 -0.8349 -8.3054 -0.1 -0.3 -0.2
H -1.7254 1.3197 -1.7504 0.0 0.2 0.1
H 5.1861 2.1676 4.8425 0.3 0.7 -0.5
H -2.3725 -0.2319 -1.6039 0.1 -0.5 0.4
H 0.7805 3.0785 2.3904 0.3 0.3 0.2
H -6.5542 -4.4143 -2.7458 -0.5 0.4 -1.0
H 0.5854 -6.3037 2.1464 -0.3 0.4 0.2
H 3.3258 0.9711 -3.8842 -0.2 0.5 -0.2
H -3.0482 2.3493 2.5357 0.3 0.1 0.3
H 0.6809 -3.4380 -0.3710 -0.3 -0.1 0.6

# 3
21
Properties=species:S:1:pos:R:3:forces:R:3 method="wB97M-V/def2-TZVPD" homo_lumo_gap_ev=10.42 e_lumo_ev=-0.5 de_lowest_kcal_mol=52.26 total_energy_ha=-535.04056 homo_ev=-10.966 smiles=O.O.O.O.O.O.O
O 2.6879 -1.3899 -0.2312 0.2 -0.8 1.4
O 0.3281 1.2757 1.9639 -0.7 -0.3 -1.0
O -0.0477 -2.8608 -1.8129 1.1 -1.7 2.1
O -2.4644 1.4169 -2.5643 -0.6 0.1 -1.7
O -1.0044 -0.3228 -0.4555 -0.1 2.1 0.5
O -0.6128 3.6034 0.6599 0.2 0.1 -0.2
O 0.5118 -1.6923 1.3466 0.0 -0.3 0.3
H -0.3448 -1.9882 -1.5603 -0.2 0.3 0.1
H 0.2684 -0.9692 1.9149 -0.7 0.8 0.2
H 1.0691 -2.1940 1.9328 0.5 -0.9 0.2
H -2.6583 1.0094 -3.4302 -0.3 1.0 0.0
H 0.3145 -3.2836 -0.9462 -1.0 1.3 -2.4
H 1.8810 -1.3772 0.3169 0.5 0.1 -0.5
H -2.1345 0.6180 -2.2058 0.9 -1.2 1.7
H 1.0943 0.8399 2.2639 2.2 -0.9 -0.2
H -0.0772 3.9443 -0.0774 -0.3 -0.4 0.5
H -0.1753 2.8058 0.9949 0.1 0.4 -0.4
H -0.8985 0.5527 0.0110 -0.5 -1.0 -1.0
H 2.5343 -0.7786 -0.9215 -0.2 0.9 -1.2
H 0.0553 1.5948 2.7991 -1.3 1.1 1.4
H -0.3270 -0.8043 0.0014 0.4 -0.9 0.2

# 4
100
Properties=species:S:1:pos:R:3:forces:R:3 method="wB97M-V/def2-TZVPD" homo_lumo_gap_ev=8.45 e_lumo_ev=0.4 de_lowest_kcal_mol=17.65 total_energy_ha=-2050.54480 homo_ev=-8.006
F 16.5663 27.3926 -29.0364 0.1 -0.5 -0.2
F 17.1440 27.6078 -26.9805 -0.5 0.3 1.1
F 17.1428 29.3065 -28.3626 0.3 0.4 0.5
O 23.9497 21.7996 -32.5649 0.9 0.3 0.9
O 19.1560 24.3812 -30.5861 1.7 -0.4 -0.9
O 19.0246 24.7496 -25.3831 0.7 0.4 0.6
O 20.6280 20.5029 -24.4700 1.2 0.4 0.6
O 24.8044 23.9221 -27.3390 0.0 1.3 -0.3
O 19.4667 26.3288 -28.5195 -2.4 2.5 0.1
O 16.4005 20.5668 -27.6052 -1.4 -1.1 -0.4
O 19.8187 28.4429 -27.7610 -0.2 0.7 0.3
N 19.7025 21.8270 -26.7437 -0.5 -0.3 -0.5
N 22.3088 23.8876 -30.1522 0.2 1.1 1.0
N 23.8940 22.0301 -25.4680 0.9 -0.2 0.2
N 22.5038 25.4309 -25.9614 0.2 -0.4 0.9
N 20.9694 24.1480 -27.7246 -0.2 0.6 -0.5
C 17.8078 24.1805 -30.7909 -0.8 -0.1 0.8
C 24.8796 25.2090 -26.6280 -0.1 -0.6 -1.0
C 17.4320 28.0089 -28.2052 1.2 -1.7 -0.7
C 23.7813 27.4842 -26.2448 -0.4 -1.0 -1.2
C 19.1930 19.9475 -28.3048 -0.3 0.2 1.3
C 21.1927 30.3924 -27.4491 0.6 -0.6 0.0
C 24.4174 22.0126 -33.8629 -0.4 -0.7 -0.5
C 22.6156 21.3623 -25.6343 -0.5 0.2 -0.1
C 17.6385 24.9706 -25.3255 -0.9 -0.9 -0.9
C 26.0294 23.3019 -27.7545 0.3 0.4 0.8
C 23.5300 23.0106 -31.9621 -1.0 -2.6 0.9
C 18.6882 21.2308 -27.5979 -0.4 -0.6 0.0
C 18.9445 27.6478 -28.5630 1.5 -1.5 -0.6
C 22.0798 20.8431 -24.2911 -1.6 -0.2 -0.8
C 22.6476 20.2848 -26.7138 -0.4 -0.4 0.0
C 23.5622 26.0118 -26.7274 1.7 0.9 0.0
C 19.9139 29.8145 -28.0778 1.2 1.6 1.3
C 21.6886 21.6593 -30.6847 0.0 -0.7 -0.2
C 22.8489 22.6310 -30.5753 0.4 0.4 -2.4
C 17.4064 20.9641 -26.7204 0.3 0.4 -2.2
C 15.1491 20.4130 -26.9381 0.0 0.9 -0.7
C 19.9087 20.3181 -23.2392 1.6 -0.2 0.0
H 21.6715 24.2145 -30.8643 -0.6 0.1 0.0
H 17.4528 23.5688 -29.9615 -0.6 -0.3 0.0
H 19.2727 25.0327 -29.8908 0.0 0.9 0.7
H 18.9909 28.1030 -29.5524 0.2 -0.2 -0.8
H 22.6561 19.9704 -23.9841 -0.1 -0.3 0.0
H 14.9104 21.3630 -26.4602 0.0 0.1 0.5
H 21.8601 26.1832 -25.7619 -0.5 -0.1 0.1
H 25.8322 22.4498 -28.4050 -0.4 0.2 0.1
H 25.6499 25.8514 -27.0545 0.2 -0.2 -0.3
H 20.3713 23.3791 -27.4578 0.3 -0.8 0.4
H 19.4823 19.2943 -27.4816 0.0 -0.4 0.1
H 23.8162 22.7282 -24.7423 -0.1 -0.1 0.7
H 22.0010 22.1684 -26.0350 -1.0 -0.5 0.3
H 21.4838 23.9955 -28.5802 0.1 -0.6 -1.4
H 23.0616 24.5608 -30.1454 0.1 0.4 0.2
H 17.0502 21.9313 -26.3657 0.5 0.2 1.0
H 21.6788 24.4510 -27.0726 0.2 -0.5 1.4
H 25.0615 21.1802 -34.1463 0.1 0.1 0.1
H 17.6218 23.6515 -31.7256 0.1 0.2 0.0
H 21.4402 31.4006 -27.7813 -0.3 0.0 -0.4
H 22.7569 23.4064 -32.6207 -0.2 0.6 0.1
H 20.0290 30.0789 -29.1290 -0.6 -0.6 -0.4
H 23.6170 22.2626 -29.8953 -0.1 0.1 0.2
H 19.4408 25.6050 -25.5120 0.1 0.1 -0.3
H 20.0995 20.0460 -28.9020 -0.3 0.4 -0.2
H 21.6657 19.8132 -26.7524 -0.1 0.1 -0.1
H 19.9133 21.1578 -26.0172 0.4 0.1 0.3
H 23.5318 21.9572 -34.4960 0.1 0.4 -0.6
H 24.2830 27.5673 -25.2808 0.1 0.0 -0.1
H 17.2468 25.7625 -24.6872 0.5 0.1 0.3
H 23.2843 26.0677 -27.7798 -0.1 -0.1 -0.1
H 26.5964 22.9398 -26.8968 -0.2 -0.2 0.3
H 22.1717 21.5893 -23.5019 -0.1 0.2 0.0
H 21.0670 21.7764 -31.5723 0.1 0.5 -0.2
H 18.4526 22.0025 -28.3308 -0.5 -0.1 -0.2
H 15.1030 19.5981 -26.2156 0.3 -0.1 0.0
H 24.2713 28.0045 -27.0678 0.4 0.4 0.4
H 18.8266 20.4023 -23.3396 0.2 0.0 -0.5
H 17.2385 24.0060 -25.0128 -0.3 0.1 0.2
H 24.3590 23.7040 -31.8206 0.1 0.2 0.0
H 20.4245 24.9885 -27.8539 -1.0 1.0 -0.5
H 17.4954 20.1759 -25.9729 0.6 0.2 0.5
H 25.1772 25.0428 -25.5926 -0.1 -0.2 0.3
H 22.8461 20.6896 -27.7062 0.0 0.2 0.0
H 22.7669 27.8793 -26.1884 0.1 0.4 0.2
H 23.9412 22.6510 -26.2632 0.6 -0.2 -0.5
H 21.1828 30.4669 -26.3617 -0.2 -0.4 0.1
H 24.9493 22.9557 -33.9882 0.0 0.1 0.0
H 26.7314 23.9719 -28.2509 -0.3 0.4 -0.3
H 20.1957 19.3388 -22.8563 -0.4 -0.2 0.2
H 14.3507 20.3111 -27.6731 0.3 -0.4 -0.2
H 17.2627 25.1225 -30.7313 -0.2 0.1 -0.4
H 22.0035 20.6169 -30.7334 0.2 0.0 0.2
H 23.3393 19.4529 -26.5815 0.4 0.2 0.5
H 22.9283 25.1859 -25.0783 -0.3 -0.3 0.4
H 18.3789 19.4426 -28.8249 0.1 0.2 -0.2
H 21.0162 21.8027 -29.8389 0.1 -0.1 0.1
H 17.2715 25.1606 -26.3342 -0.2 0.1 -0.1
H 19.1679 30.4567 -27.6095 -0.9 -0.4 -0.4
H 20.2792 21.0350 -22.5064 -0.3 0.3 0.1
H 22.0118 29.7410 -27.7539 0.3 0.1 0.2
H 19.1989 22.5796 -26.2963 0.2 0.4 0.7